1.
C41H91O20P3 | ωB97M-V/def2-TZVPD

The geometry in XYZ format:
```
155
C41H91O20P3 ωB97M-V/def2-TZVPD
C 15.60635 19.77137 0.05505
O 14.25412 19.89457 -0.42643
P 13.91991 19.83505 -2.06727
O 14.92196 19.21668 -3.01575
O 12.39489 19.19125 -2.06477
C 11.93565 18.31177 -3.13403
O 13.59707 21.41027 -2.47731
C 14.53041 22.15296 -3.21226
H 16.34341 19.44388 -0.67816
H 15.48268 19.12072 0.92076
H 15.95814 20.68797 0.52856
H 11.28731 17.66262 -2.54550
H 12.67957 17.70433 -3.64948
H 11.32362 18.65626 -3.96758
H 15.55040 22.22298 -2.83433
H 14.28348 23.20603 -3.34698
H 14.44575 21.71542 -4.20699
C 26.47964 11.78957 -13.50755
O 25.16618 11.77673 -12.84852
P 23.78167 12.27130 -13.72777
O 24.19348 13.06267 -14.91196
O 22.91152 12.98810 -12.55536
C 22.50282 12.25890 -11.41707
O 23.02179 10.81567 -13.96526
C 22.72925 10.42115 -15.34263
H 27.17269 12.20774 -12.77753
H 26.53034 12.26005 -14.48948
H 26.72478 10.73699 -13.64926
H 22.57835 13.02216 -10.64259
H 23.05437 11.33803 -11.22761
H 21.47178 11.92205 -11.52475
H 21.68877 10.56115 -15.63576
H 22.97595 9.37945 -15.54779
H 23.45984 10.93862 -15.96437
C 17.79901 18.81247 -14.71393
O 17.20980 17.53877 -14.67366
P 15.65821 17.34253 -14.12063
O 14.53092 18.08419 -14.76375
O 15.76086 17.58634 -12.49717
C 14.54867 17.82782 -11.77180
O 15.57944 15.71112 -14.29302
C 16.39908 14.95297 -13.42745
H 17.07548 19.60580 -14.52626
H 18.04409 18.98506 -15.76189
H 18.71940 18.81447 -14.12999
H 13.65475 18.07464 -12.34459
H 14.79831 18.67898 -11.13831
H 14.32300 16.93719 -11.18534
H 17.46440 15.18205 -13.40042
H 16.18088 13.92706 -13.72407
H 16.14911 15.07728 -12.37381
C 20.34663 19.70921 -4.67419
C 19.73235 20.28966 -5.92425
C 18.89871 19.15232 -6.56204
O 19.48495 17.97334 -6.06936
C 20.03085 18.17819 -4.81380
H 20.06497 20.10945 -3.70024
H 21.43043 19.76855 -4.57446
H 20.51520 20.78796 -6.49603
H 19.06358 21.05753 -5.53538
H 18.73080 19.06728 -7.63566
H 17.91195 19.12366 -6.09986
H 20.90709 17.54991 -4.65387
H 19.25864 17.76614 -4.16420
C 15.18186 8.83959 1.93691
C 15.17886 9.06344 0.48435
C 16.14902 8.08279 -0.13723
O 17.16757 8.02244 0.86850
C 16.64412 8.51900 2.17257
H 14.50020 8.02621 2.18560
H 14.82972 9.66609 2.55417
H 15.43129 10.09049 0.22063
H 14.20584 9.06726 -0.00688
H 16.51626 8.39203 -1.11580
H 15.70986 7.08867 -0.22074
H 17.17219 9.46482 2.29368
H 17.04956 7.80798 2.89240
C 16.83353 6.86345 -7.38429
C 17.49626 5.55562 -6.92292
C 18.65008 5.46235 -7.98791
O 18.78245 6.65737 -8.70542
C 17.87879 7.61116 -8.20684
H 16.44061 7.56541 -6.64880
H 15.97350 6.71321 -8.03687
H 16.72030 4.79335 -6.85279
H 17.91581 5.72701 -5.93160
H 18.56152 4.73799 -8.79759
H 19.51386 5.27291 -7.35064
H 17.38571 8.19091 -8.98714
H 18.49683 8.22266 -7.54941
C 6.29194 8.00629 -4.32111
C 7.24167 7.29749 -5.26817
C 8.24024 8.28129 -5.62288
O 8.45574 9.02958 -4.52475
C 7.20886 9.05626 -3.73365
H 5.87756 7.33754 -3.56668
H 5.44733 8.41870 -4.87306
H 6.78301 6.96844 -6.20063
H 7.77140 6.47995 -4.77918
H 7.89572 8.93094 -6.42748
H 9.19627 7.81895 -5.86852
H 6.83222 10.07900 -3.71775
H 7.51087 8.56674 -2.80777
C 16.18580 13.18952 -5.38215
C 14.72051 12.72367 -5.12044
C 14.05004 12.68223 -6.53194
O 15.15620 12.84958 -7.48127
C 16.22784 13.59015 -6.92015
H 17.01941 12.49881 -5.25507
H 16.45834 14.09809 -4.84518
H 14.17441 13.46414 -4.53598
H 14.65498 11.67433 -4.83288
H 13.33772 13.48042 -6.74072
H 13.56372 11.73220 -6.75332
H 16.20636 14.65679 -7.14358
H 17.22084 13.27931 -7.24483
C 10.80940 12.20114 -12.58228
C 10.82933 11.68067 -11.21293
C 9.78612 12.52739 -10.41901
O 9.67530 13.76759 -11.06373
C 10.31831 13.69797 -12.37260
H 10.11176 11.64670 -13.20997
H 11.78643 12.15427 -13.06323
H 11.80817 11.63905 -10.73517
H 10.44373 10.66615 -11.31371
H 10.01820 12.59043 -9.35587
H 8.81736 12.03211 -10.48456
H 11.07648 14.44448 -12.60927
H 9.60217 13.73953 -13.19328
C 12.47650 15.03140 2.24869
C 13.69906 14.74260 1.35673
C 14.88538 14.48372 2.23217
O 14.24909 14.21037 3.46482
C 13.12399 15.02782 3.60043
H 11.97973 14.08396 2.03970
H 11.76135 15.73872 1.82873
H 13.99703 15.63411 0.80488
H 13.55190 14.03526 0.54056
H 15.51054 15.37451 2.29347
H 15.59045 13.68976 1.98596
H 13.37116 16.00268 4.02076
H 12.40472 14.65827 4.33130
C 22.13119 11.54324 -4.65886
C 21.70068 10.73358 -3.44955
C 22.32638 9.41240 -3.78120
O 23.57998 9.80658 -4.46061
C 23.44460 11.06876 -5.00530
H 22.15767 12.60889 -4.43128
H 21.47145 11.43217 -5.51938
H 20.61950 10.72089 -3.31179
H 22.15294 11.13491 -2.54263
H 21.70524 8.87521 -4.49794
H 22.54879 8.68541 -3.00010
H 23.71477 11.14467 -6.05856
H 24.20554 11.68181 -4.52236
```

## Properties
SMILES: COP(=O)(OC)OC.COP(=O)(OC)OC.COP(=O)(OC)OC.C1CCOC1.C1CCOC1.C1CCOC1.C1CCOC1.C1CCOC1.C1CCOC1.C1CCOC1.C1CCOC1
Gap between HOMO and LUMO in eV: 9.342
F_max in eV/A: 3.55
LUMO level in eV: 0.05

Löwdin atomic charge list, values in e, 6 entries: -0.104, -0.240, 0.577, -0.277, -0.233, -0.094


2.
C4H26N2O8 | ωB97M-V/def2-TZVPD

The geometry in XYZ format:
```
40
C4H26N2O8 ωB97M-V/def2-TZVPD
C -0.15986 0.42782 -0.50971
C -0.85595 -0.71510 -0.47682
N -0.96807 -1.49598 0.66419
C -1.62771 -1.14008 -1.72606
C -1.47240 -2.59582 -2.16522
N -0.14816 -3.24959 -1.81808
H 0.40792 0.79526 0.33806
H 0.11944 1.11866 -1.27821
H -1.83892 -1.83396 1.04099
H -0.40334 -1.21968 1.45841
H -2.66459 -0.87655 -1.50192
H -1.21658 -0.52120 -2.53930
H -2.18891 -3.23206 -1.61114
H -1.71980 -2.52381 -3.23279
H 0.22095 -3.61126 -2.69465
H 0.45031 -2.43540 -1.62365
O 1.10518 3.42759 0.26873
H 1.80319 2.82562 0.56590
H 1.21244 4.17615 0.86739
O 1.14088 -4.14246 0.99056
H 0.93487 -4.24016 0.04904
H 0.28384 -4.22427 1.42610
O -1.82900 2.21131 -3.53635
H -0.93026 2.56620 -3.31839
H -2.22425 2.27786 -2.66552
O -1.31985 3.03228 1.92747
H -0.70011 3.10618 1.19790
H -1.22550 2.19968 2.40568
O 1.15249 0.03505 2.69371
H 1.12178 -0.05384 3.64923
H 1.70357 -0.66035 2.25744
O -0.48905 3.72408 -1.92276
H 0.17632 3.76494 -1.20386
H -1.35361 3.90775 -1.56457
O 1.93086 2.52192 2.51491
H 1.24747 1.80769 2.43865
H 2.48573 2.07122 3.15750
O 2.61392 -2.08184 1.63178
H 3.28276 -2.33854 2.28840
H 1.94200 -2.80534 1.55695
```

## Properties
SMILES: C=C(N)CCN.O.O.O.O.O.O.O.O
Gap between HOMO and LUMO in eV: 8.349
F_max in eV/A: 1.91
LUMO level in eV: 0.06

Löwdin atomic charge list, values in e, 6 entries: 0.044, -0.422, 0.099, -0.160, -0.255, -0.008


3.
C30H32N4NiP2Si | ωB97M-V/def2-TZVPD

The geometry in XYZ format:
```
70
C30H32N4NiP2Si ωB97M-V/def2-TZVPD
Ni -1.20689 0.67674 -0.64321
N 0.82889 -0.50647 0.99563
P 0.86081 0.06209 -0.60436
C 2.53567 0.74106 -0.77629
C 3.15744 0.75829 -2.02103
C 4.42331 1.30461 -2.15934
C 5.07871 1.83348 -1.05643
C 4.46641 1.81666 0.18936
C 3.19759 1.27381 0.32894
C 0.91043 -1.40098 -1.68167
C 1.96830 -2.30548 -1.64097
C 1.89231 -3.49322 -2.35172
C 0.76055 -3.78655 -3.10235
C -0.29129 -2.88415 -3.16028
C -0.21227 -1.69086 -2.45704
P -0.86101 -0.69025 1.24731
C -1.22103 -2.44844 1.43236
C -0.93451 -3.15490 2.60077
C -1.17524 -4.51732 2.65659
C -1.71190 -5.17532 1.55303
C -2.01314 -4.47366 0.39470
C -1.76455 -3.11108 0.33473
C -1.14360 0.00518 2.89868
C -2.39847 -0.14280 3.48917
C -2.65158 0.41651 4.72878
C -1.65749 1.13382 5.38557
C -0.41403 1.29295 4.79700
C -0.15626 0.73643 3.55018
H 1.48774 -1.18332 1.36762
H 2.65111 0.34078 -2.88280
H 4.90053 1.31707 -3.13048
H 6.06786 2.25788 -1.16816
H 4.97355 2.22695 1.05256
H 2.71969 1.26792 1.29890
H 2.85722 -2.08823 -1.05900
H 2.71662 -4.19350 -2.31195
H 0.69265 -4.72300 -3.64020
H -1.18475 -3.11801 -3.72368
H -1.03834 -0.98973 -2.49971
H -0.53631 -2.63914 3.46739
H -0.95544 -5.06708 3.56257
H -1.90707 -6.23862 1.60561
H -2.45555 -4.97150 -0.45833
H -2.01081 -2.56407 -0.56548
H -3.17404 -0.70451 2.98090
H -3.62563 0.29644 5.18430
H -1.85846 1.57272 6.35402
H 0.35848 1.85770 5.30255
H 0.80565 0.87597 3.07519
N -2.96657 0.20460 -1.17038
C -3.74342 -0.58737 -1.52808
N -4.59929 -1.46001 -1.92286
C -4.13283 -2.66953 -2.18630
N -3.75464 -3.74074 -2.42012
C 1.28436 3.75604 -2.40478
Si -0.18010 3.69716 -1.23463
C 0.36048 3.57691 0.56873
C -1.08686 5.33468 -1.41311
C -1.36149 2.31408 -1.63881
H 1.97500 4.55680 -2.12887
H 0.92877 3.96018 -3.41812
H 1.84638 2.82578 -2.43271
H 1.05714 4.37541 0.83681
H 0.83870 2.62708 0.81343
H -0.51634 3.66992 1.21655
H -0.43857 6.18121 -1.17359
H -1.95258 5.37744 -0.74857
H -1.44699 5.46796 -2.43570
H -1.52053 2.17849 -2.71062
H -2.34247 2.55103 -1.20818
```

## Properties
Gap between HOMO and LUMO (alpha / beta) in eV: 7.988 / 7.987
F_max in eV/A: 0.63
LUMO level (alpha / beta) in eV: -0.05 / -0.05

Löwdin atomic charge list, values in e, 6 entries: 0.031, -0.327, 0.909, -0.347, -0.115, -0.071


4.
ClNO7Rb | ωB97M-V/def2-TZVPD

The geometry in XYZ format:
```
10
ClNO7Rb ωB97M-V/def2-TZVPD
Rb 6.78210 -0.05791 -4.69629
Cl -2.65273 2.23224 2.33425
O -1.16887 2.58167 2.58723
O -3.14138 1.61984 3.59399
O -3.30815 3.58113 2.14772
O -2.97081 1.47663 1.15519
N 1.62122 -2.86955 -1.72694
O 2.31056 -2.09712 -2.36054
O 0.67218 -2.39670 -1.16883
O 1.85588 -4.07023 -1.86578
```

## Properties
Gap between HOMO and LUMO in eV: 2.765
F_max in eV/A: 5.29
Net charge: -1
LUMO level in eV: -1.32

Löwdin atomic charge list, values in e, 6 entries: 0.981, 0.703, -0.449, -0.421, -0.457, -0.376


5.
C16H11ClN2O2PbS4 | ωB97M-V/def2-TZVPD

The geometry in XYZ format:
```
37
C16H11ClN2O2PbS4 ωB97M-V/def2-TZVPD
Pb -0.12747 -0.47572 -3.34397
O -1.83144 2.84452 -0.63729
S -1.77851 1.40438 -0.88234
O -2.42361 1.01325 -2.05522
N -0.35275 0.80810 -0.89594
C 0.68624 1.10718 -0.03905
C 0.64234 1.86459 1.05616
C 1.75529 2.00620 1.98774
C 2.92426 1.33607 1.64758
C 3.02950 0.46194 0.45477
C 4.20716 -0.25989 0.13862
C 4.25070 -0.93308 -1.05801
C 3.08960 -0.97013 -1.85144
N 2.01730 -0.28360 -1.51804
C 1.89937 0.38031 -0.37566
C -2.42196 0.73235 0.59337
C -2.68906 -0.62749 0.70209
C -3.04883 -1.13347 1.94605
C -3.31552 -0.29354 3.04353
C -3.01225 1.10556 2.92576
C -2.63306 1.61739 1.72097
H -0.29570 2.38397 1.34888
H 1.59130 2.55293 2.95707
H 3.80237 1.36060 2.26197
H 5.11007 -0.24386 0.83237
H 5.02337 -1.54995 -1.43161
H 3.00757 -1.68566 -2.67552
H -2.62402 -1.26226 -0.23750
H -3.28798 -2.20003 2.06099
H -3.72707 -0.77675 3.92642
H -3.20958 1.77998 3.79247
H -2.58746 2.59812 1.57499
S -1.94003 -5.08575 -3.38729
C -1.53190 -3.46831 -3.27458
S -0.82490 -2.76175 -1.79082
S -1.79195 -2.29619 -4.61786
Cl 2.41857 -1.05002 -4.89969
```

## Properties
Gap between HOMO and LUMO in eV: 6.099
F_max in eV/A: 5.01
Net charge: -2
LUMO level in eV: 4.51

Löwdin atomic charge list, values in e, 6 entries: 0.865, -0.346, 0.446, -0.352, -0.219, -0.275


6.
C6H6O | ωB97M-V/def2-TZVPD

The geometry in XYZ format:
```
13
C6H6O ωB97M-V/def2-TZVPD
C -1.20574 -0.92726 0.94852
C 0.14226 -0.63553 0.45357
C 1.35911 0.15752 0.58111
C 1.14850 -0.74916 -0.60964
C 0.73242 0.67235 -0.67042
C -0.20113 1.58904 -1.19478
O -0.53432 2.63641 -0.67112
H -1.92322 -0.15132 0.67212
H -1.19132 -0.97722 2.03797
H -1.55586 -1.87928 0.55104
H 2.11404 0.42233 1.27941
H 1.68259 -1.47784 -1.16874
H -0.56732 1.31995 -2.20903
```

## Properties
SMILES: C[C@@]12[C@H]3[C@@H]1[C@@]32C=O
Gap between HOMO and LUMO in eV: 8.678
F_max in eV/A: 3.27
LUMO level in eV: 0.53

Löwdin atomic charge list, values in e, 6 entries: -0.020, -0.126, -0.050, -0.064, -0.102, -0.297